Record 1
Density functional theory data (wB97M-V/def2-TZVPD) for a molecular structure, C56H48LaN5O8P in a non-equilibrium geometry.

## Properties
strongest force on any atom = 4.77 eV/Å
Kohn-Sham gap = 7.5 eV
molar mass = 1088.91 g mol⁻¹
multiplicity = 1
total charge = -1

XYZ file:
```
119
Properties=species:S:1:pos:R:3:forces:R:3:mulliken_charge:R:1
La -17.172 -12.608 -11.881 -0.49 1.39 0.18 1.477
O -18.674 -10.154 -15.177 0.64 0.01 -0.41 -0.802
C -18.138 -10.215 -14.084 -1.27 0.54 2.06 -0.672
O -18.552 -10.979 -13.111 0.64 0.01 -0.25 -0.924
C -17.081 -9.136 -13.641 -0.49 -0.61 -1.36 0.130
C -17.027 -8.807 -12.134 1.34 0.60 -1.62 -0.221
C -16.123 -7.527 -11.909 -1.16 -1.67 0.79 -0.967
C -14.740 -8.174 -12.050 0.99 0.59 -0.07 -0.966
C -15.033 -9.588 -12.476 -1.22 0.01 -0.65 -0.097
O -16.191 -9.862 -11.683 -0.38 -0.75 0.96 -0.346
C -15.646 -9.587 -13.940 1.83 0.68 0.52 0.511
C -15.397 -10.988 -14.509 -0.88 -1.40 0.27 -0.431
O -14.684 -11.150 -15.485 0.07 0.25 0.09 -0.738
O -15.964 -11.994 -13.836 1.08 1.60 -0.59 0.357
H -17.258 -8.312 -14.328 -0.33 0.39 0.36 0.326
H -17.976 -8.780 -11.675 -0.93 -0.28 0.75 0.900
H -16.411 -6.798 -12.622 0.11 0.82 -0.82 0.482
H -16.356 -7.116 -10.910 0.47 -0.17 -0.30 0.190
H -14.075 -7.728 -12.788 -0.04 0.39 0.07 0.445
H -14.223 -8.188 -11.094 0.12 0.05 0.14 0.305
H -14.288 -10.350 -12.281 0.22 0.04 -0.02 -0.047
H -15.121 -8.770 -14.542 -0.48 -1.46 0.48 0.637
C -17.587 -15.581 -7.842 -0.07 -1.07 0.77 -0.917
C -17.723 -16.853 -8.381 -0.05 1.31 -2.70 -1.365
C -17.698 -17.051 -9.777 0.68 0.02 2.85 -0.729
C -17.658 -15.958 -10.582 -0.23 1.86 -1.72 0.353
N -17.624 -14.689 -10.070 0.90 -0.67 1.56 1.490
C -17.454 -14.533 -8.709 -0.90 -0.12 -2.62 -0.773
C -17.717 -16.055 -12.079 -0.38 -0.93 -0.02 0.945
C -17.960 -17.323 -12.711 0.92 1.59 1.54 -0.772
C -18.025 -17.397 -14.060 -0.41 -0.01 -1.81 -1.005
C -17.900 -16.235 -14.858 -0.55 0.30 0.89 -0.911
C -17.713 -14.997 -14.212 -0.34 -1.66 0.01 0.052
C -17.627 -14.870 -12.809 0.00 -0.91 -0.78 0.538
H -17.593 -15.456 -6.766 0.10 0.22 -0.08 0.513
H -17.934 -17.737 -7.901 -0.03 -1.57 2.00 0.614
H -17.542 -18.063 -10.070 -0.41 -0.45 -0.73 0.485
H -17.323 -13.517 -8.394 0.21 0.20 0.21 0.217
H -18.006 -18.219 -12.127 -0.24 -0.40 0.26 0.357
H -18.266 -18.365 -14.521 0.26 0.41 0.04 0.307
H -18.090 -16.304 -15.934 0.35 0.10 0.31 0.292
H -17.675 -14.114 -14.806 0.14 0.66 -0.58 0.425
O -13.934 -11.848 -8.550 -1.27 -0.19 -0.68 -1.034
C -14.338 -12.175 -9.693 -0.47 -0.05 0.47 0.046
O -15.569 -12.264 -10.061 1.60 -0.38 0.22 0.766
C -13.198 -12.401 -10.683 0.30 1.31 0.19 0.375
C -12.177 -11.452 -10.428 -0.38 -1.29 0.20 -0.926
C -10.954 -11.651 -11.045 -0.36 1.26 -0.17 -0.920
C -10.789 -12.585 -12.032 -0.87 -1.34 -0.56 -0.937
C -11.864 -13.413 -12.410 0.82 1.79 1.41 -0.355
C -13.067 -13.319 -11.737 -0.47 0.09 0.65 0.698
P -14.453 -14.472 -12.095 -0.16 0.06 1.02 2.104
C -14.157 -15.003 -13.749 0.28 0.28 -2.86 0.570
C -13.726 -14.039 -14.737 -1.32 -0.54 1.18 -1.036
C -13.864 -14.312 -16.094 0.84 -0.15 -0.13 -0.858
C -14.203 -15.609 -16.534 -0.13 1.44 -0.39 -0.711
C -14.573 -16.545 -15.588 0.37 0.34 -1.07 -0.697
C -14.622 -16.229 -14.256 0.97 -0.54 1.11 -0.521
C -13.847 -15.854 -11.043 -0.18 -0.66 -0.03 0.594
C -14.237 -15.816 -9.708 1.16 0.39 0.08 0.111
C -13.590 -16.645 -8.767 -1.47 -0.14 1.23 -0.745
C -12.633 -17.585 -9.097 -0.98 1.15 -2.76 -0.878
C -12.349 -17.681 -10.486 1.39 -1.33 0.64 -0.371
C -12.966 -16.882 -11.434 0.70 -0.16 -0.68 -0.709
H -12.414 -10.710 -9.651 0.63 -0.37 -0.56 0.472
H -10.151 -10.960 -10.916 0.47 0.37 0.49 0.357
H -9.827 -12.671 -12.501 0.18 -0.09 -0.30 0.463
H -11.810 -14.046 -13.232 0.46 -1.18 -1.16 0.665
H -13.458 -13.038 -14.371 -0.12 -0.50 -0.59 0.280
H -13.597 -13.512 -16.804 -0.29 -0.51 0.36 0.409
H -14.239 -15.777 -17.625 0.04 -0.21 0.76 0.301
H -14.795 -17.543 -15.897 -0.30 -0.48 -0.11 0.460
H -14.839 -17.110 -13.650 -0.38 0.68 0.52 0.294
H -14.895 -14.989 -9.414 0.05 -0.60 0.23 -0.076
H -13.993 -16.646 -7.736 0.48 0.30 -0.53 0.339
H -12.216 -18.276 -8.424 0.51 -0.49 0.90 0.469
H -11.540 -18.435 -10.787 -1.43 1.12 0.18 0.261
H -12.680 -17.087 -12.491 -0.38 0.62 0.85 0.224
C -21.531 -7.036 -8.232 2.76 -1.94 0.55 -1.610
C -20.197 -7.329 -7.361 -3.25 0.01 -1.94 0.919
C -20.435 -7.847 -6.105 0.85 0.18 0.54 -0.813
C -19.360 -8.342 -5.360 -1.16 -0.59 1.23 -0.457
C -18.105 -8.295 -5.891 2.20 -0.46 0.25 -0.059
N -16.909 -8.763 -5.220 -0.90 -0.25 0.22 -0.142
C -15.831 -9.530 -5.702 -0.84 -0.34 0.60 0.238
O -14.856 -9.566 -4.978 0.54 -0.19 -0.52 -0.717
N -15.970 -10.263 -6.871 1.51 -0.01 -0.67 0.151
C -17.109 -10.757 -7.491 -2.48 -0.40 -0.61 0.326
C -18.159 -11.350 -6.774 2.01 1.02 0.73 -0.187
C -19.237 -11.911 -7.359 -1.72 -0.44 -0.69 -1.141
C -19.272 -11.917 -8.761 0.02 -0.33 1.55 -0.615
N -18.296 -11.386 -9.448 -0.11 0.47 -2.03 0.247
C -17.310 -10.734 -8.881 2.11 1.14 1.54 -0.704
C -17.917 -7.836 -7.170 1.22 0.30 -1.07 0.235
C -18.950 -7.381 -7.955 -0.23 -0.63 1.76 -0.771
H -22.128 -7.974 -8.231 0.38 0.71 -0.39 0.324
H -21.244 -6.682 -9.209 0.08 -0.46 -0.60 0.372
H -22.103 -6.259 -7.863 -1.20 1.52 1.31 0.453
H -21.457 -7.867 -5.742 0.16 -0.13 0.15 0.406
H -19.506 -8.865 -4.395 -0.03 0.55 -0.55 0.325
H -16.763 -8.579 -4.219 -0.29 0.00 -0.98 0.269
H -15.141 -10.748 -7.305 -0.23 0.79 0.86 0.073
H -18.026 -11.284 -5.717 -0.29 -0.31 0.80 0.595
H -20.048 -12.314 -6.735 0.39 0.12 -0.54 0.422
H -20.047 -12.387 -9.322 -0.54 -0.33 -0.33 0.586
H -16.564 -10.156 -9.468 -0.78 -0.78 0.01 0.292
H -16.898 -7.905 -7.572 -0.46 0.15 0.05 0.438
H -18.793 -7.237 -8.979 0.09 0.65 -1.37 0.376
C -21.635 -15.178 -13.900 -0.27 -1.48 0.18 -0.027
C -21.171 -13.999 -14.376 -0.12 1.77 0.00 -1.049
C -20.597 -13.090 -13.454 -1.48 -4.16 1.83 -0.775
N -20.416 -13.424 -12.147 0.16 -1.57 -0.93 -0.256
C -20.694 -14.722 -11.760 -0.65 1.89 -0.90 0.150
C -21.388 -15.601 -12.609 1.05 -0.34 1.46 -0.842
H -22.196 -15.858 -14.526 0.04 0.01 -0.32 0.372
H -21.428 -13.755 -15.410 0.49 0.33 0.38 0.402
H -20.371 -12.129 -13.622 0.98 3.29 -1.23 1.298
H -20.438 -14.854 -10.708 -0.14 -0.69 -0.32 0.465
H -21.629 -16.646 -12.314 0.08 1.02 -0.03 0.280
```
Forces are in eV/Å.



Record 2
Density functional theory data (wB97M-V/def2-TZVPD) for a molecular structure, C56H49AsBrN5OP2PmS2Se in a non-equilibrium geometry.

## Properties
strongest force on any atom = 5.71 eV/Å
Kohn-Sham gap (spin up / spin down) = 4.2 / 4.2 eV
molar mass = 1312.91 g mol⁻¹
multiplicity = 5
total charge = -1

XYZ file:
```
119
Properties=species:S:1:pos:R:3:forces:R:3:mulliken_charge:R:1
Pm -8.730 -15.749 14.123 -2.25 -1.63 -1.57 -0.079
S -11.030 -13.721 13.988 -0.57 1.73 0.98 -0.407
P -12.674 -14.921 13.576 4.65 -2.11 -2.55 1.101
C -11.743 -16.001 12.660 -2.03 -0.87 -0.48 -0.598
P -11.500 -16.515 11.061 2.22 0.85 4.28 0.437
S -9.395 -16.411 10.958 -0.95 -0.07 -0.84 -0.560
C -11.775 -18.270 10.753 -0.78 -0.44 -1.55 -0.127
C -11.795 -19.239 11.739 -0.46 -0.39 0.05 0.084
C -11.949 -20.596 11.408 0.19 0.87 0.91 -0.786
C -11.986 -20.983 10.092 0.27 -0.46 -0.14 -0.314
C -11.923 -20.026 9.087 -0.18 0.45 -0.28 -0.841
C -11.933 -18.675 9.408 0.63 -0.45 0.65 -0.426
C -12.463 -15.712 9.795 -1.01 0.36 -0.80 0.375
C -13.757 -16.212 9.533 0.31 -1.37 1.65 0.043
C -14.444 -15.863 8.405 -0.49 0.48 0.22 -0.888
C -13.909 -14.895 7.586 0.08 0.14 -1.02 -0.368
C -12.672 -14.329 7.834 0.05 1.30 0.14 -0.613
C -11.991 -14.671 9.005 1.10 -0.18 -0.39 -0.398
C -13.257 -15.664 15.109 -0.84 1.07 -0.30 -0.038
C -14.185 -14.951 15.852 0.09 0.34 0.42 -0.524
C -14.604 -15.459 17.064 -0.67 0.32 -0.07 -0.760
C -14.245 -16.754 17.417 -0.60 0.35 1.17 -0.635
C -13.387 -17.480 16.646 0.72 -0.74 -0.48 -0.300
C -12.852 -16.908 15.507 1.38 -0.77 -0.75 0.050
C -14.115 -14.130 12.891 -1.03 -0.25 0.67 0.710
C -15.289 -14.939 12.912 0.79 1.81 -0.31 -0.516
C -16.524 -14.317 12.836 0.56 -0.02 -0.27 -0.905
C -16.571 -12.919 12.750 -0.61 -0.52 -0.45 -0.604
C -15.429 -12.186 12.547 0.07 1.37 0.52 -0.520
C -14.187 -12.774 12.633 0.98 -0.13 -0.31 -0.348
H -11.761 -18.953 12.778 0.18 0.16 0.04 0.322
H -11.991 -21.323 12.224 0.01 0.13 -0.35 0.397
H -12.027 -22.045 9.899 0.02 -0.07 -0.39 0.392
H -11.832 -20.274 8.036 -0.34 -0.32 0.02 0.379
H -11.999 -17.943 8.612 0.25 -0.04 0.04 0.292
H -14.180 -16.951 10.274 0.51 0.71 -1.05 0.370
H -15.419 -16.259 8.162 -0.06 -0.15 0.19 0.418
H -14.495 -14.608 6.723 0.17 0.14 -0.23 0.351
H -12.281 -13.530 7.158 -0.32 -0.79 0.67 0.281
H -11.012 -14.209 9.251 -0.65 -0.48 -0.24 0.220
H -14.546 -13.982 15.495 0.17 -0.24 0.23 0.412
H -15.268 -14.839 17.668 0.08 -0.39 0.07 0.402
H -14.611 -17.203 18.332 -0.15 0.11 0.08 0.357
H -13.115 -18.502 16.916 -0.05 0.28 0.01 0.495
H -12.058 -17.386 14.892 -0.76 0.08 0.34 0.011
H -15.109 -15.986 12.990 -0.35 -0.76 0.19 0.614
H -17.420 -14.913 12.800 -0.27 0.00 0.21 0.463
H -17.527 -12.419 12.753 -0.19 0.06 0.01 0.375
H -15.457 -11.086 12.511 -0.24 -0.53 -0.30 0.305
H -13.257 -12.192 12.491 -0.60 -0.37 0.44 0.376
Br -6.075 -16.636 14.817 -0.08 0.37 0.39 -0.664
N -9.629 -19.339 14.143 -0.26 -2.12 0.43 -0.962
C -9.645 -18.196 14.096 0.50 2.08 0.44 0.411
C -4.891 -13.842 10.398 -0.55 0.52 1.10 -0.869
N -6.200 -13.845 11.111 -0.94 -0.11 -0.20 0.293
C -7.400 -13.262 10.670 0.71 -0.34 0.90 -0.562
C -8.347 -13.470 11.611 0.69 -0.09 0.65 -0.370
N -7.762 -14.153 12.701 1.19 0.79 -2.25 0.231
C -6.505 -14.407 12.301 0.06 1.11 0.25 -0.351
H -4.996 -14.299 9.405 0.09 0.01 0.46 0.310
H -4.169 -14.390 11.056 -0.56 0.46 -0.82 0.285
H -4.589 -12.768 10.293 -0.03 -0.99 0.03 0.323
H -7.462 -12.696 9.791 0.02 0.37 -1.11 0.503
H -9.384 -13.157 11.568 0.20 -0.27 0.36 0.247
H -5.755 -14.843 12.942 -0.04 -0.33 -0.09 0.372
C -6.885 -20.734 9.191 1.43 -0.05 -0.96 -0.987
N -7.349 -21.068 10.468 -1.74 -0.15 3.02 0.430
C -7.444 -20.224 11.603 0.68 -0.05 -0.35 -0.469
Se -6.561 -18.685 12.007 0.06 0.10 -0.72 -0.172
N -8.121 -20.877 12.557 -1.65 -1.83 1.43 0.365
C -8.409 -22.185 12.134 0.19 0.62 -0.11 -0.142
C -8.872 -23.301 12.791 -0.55 -1.92 0.05 -0.544
C -8.917 -24.571 12.079 0.48 1.99 0.55 -0.660
C -8.552 -24.578 10.738 -0.05 0.26 0.14 -0.530
C -8.101 -23.412 10.074 -0.22 -1.80 -1.01 -0.534
C -7.987 -22.267 10.803 0.83 0.68 -0.51 0.816
H -6.459 -19.727 9.286 -0.26 -0.12 -0.36 0.242
H -7.708 -20.800 8.464 0.34 0.23 0.02 0.324
H -6.045 -21.429 8.891 -0.85 0.60 0.14 0.314
H -8.657 -20.496 13.464 1.29 0.33 -1.96 0.283
H -9.200 -23.281 13.841 0.29 0.17 -0.53 0.407
H -9.133 -25.498 12.619 -0.18 0.45 -0.27 0.372
H -8.586 -25.508 10.187 0.00 -0.02 -0.06 0.383
H -7.844 -23.537 8.997 -0.03 0.53 1.02 0.335
O -9.126 -15.263 16.198 -0.57 0.85 4.11 1.422
As -9.372 -14.961 17.905 -0.08 -1.05 -1.73 0.872
C -9.852 -16.590 18.851 -0.02 0.31 0.52 0.001
C -10.382 -17.723 18.257 0.00 0.58 -2.89 -0.097
C -10.692 -18.848 18.974 -0.47 -0.31 1.05 -0.884
C -10.556 -18.820 20.368 0.19 -0.87 -0.80 -0.473
C -10.069 -17.694 20.984 -0.04 0.20 0.83 -0.886
C -9.716 -16.584 20.235 0.47 0.93 0.51 -0.127
C -10.681 -13.606 18.296 -1.03 0.80 -0.66 0.543
C -11.530 -13.561 19.439 1.39 -1.21 -0.67 -0.312
C -12.461 -12.557 19.568 0.53 0.27 0.07 -0.638
C -12.499 -11.513 18.644 -0.14 0.78 -0.09 -0.513
C -11.706 -11.553 17.516 0.48 -0.13 -0.67 -0.958
C -10.824 -12.619 17.302 0.06 -0.14 0.88 -0.366
C -7.756 -14.328 18.718 0.88 -1.13 0.37 0.420
C -7.328 -13.037 18.484 -0.61 1.00 0.00 -0.368
C -6.081 -12.608 18.857 0.98 0.27 -0.07 -0.701
C -5.171 -13.504 19.417 -0.08 0.58 -0.21 -0.383
C -5.543 -14.799 19.655 -1.56 -1.08 0.20 -0.867
C -6.879 -15.213 19.361 0.93 0.00 -0.36 -0.199
H -10.544 -17.706 17.140 0.28 -0.15 1.28 0.289
H -11.113 -19.729 18.498 0.22 0.18 -0.09 0.487
H -10.744 -19.730 20.935 -0.18 0.28 0.00 0.364
H -9.985 -17.688 22.073 0.13 0.13 -0.35 0.366
H -9.295 -15.702 20.758 -0.32 -0.57 -0.37 0.453
H -11.375 -14.333 20.214 -0.46 0.47 -0.43 0.254
H -13.066 -12.553 20.449 -0.40 0.16 0.36 0.470
H -13.071 -10.586 18.814 -0.07 -0.82 0.02 0.347
H -11.727 -10.764 16.751 -0.14 -0.33 0.49 0.375
H -10.226 -12.639 16.401 -0.12 -0.15 -0.11 0.431
H -8.009 -12.301 18.084 -0.14 -0.03 -0.34 0.352
H -5.734 -11.589 18.644 -0.41 -0.38 0.15 0.354
H -4.180 -13.151 19.654 0.19 -0.08 0.03 0.381
H -4.844 -15.520 20.074 -0.20 0.17 -0.05 0.377
H -7.188 -16.245 19.566 0.27 0.46 -0.18 0.307
```
Forces are in eV/Å.



total charge of number 1 (C56H48LaN5O8P)?
-1



strongest force on any atom of number 2 (C56H49AsBrN5OP2PmS2Se)?
5.71 eV/Å